[1]
C38H73As3BN6Pt | ωB97M-V/def2-TZVPD

Last column: Mulliken charge in e.
Geometry (Å):
1 Pt -0.35 0.33 0.56  3.13
2 C -3.55 3.72 -1.36  -1.65
3 C -2.34 3.59 -0.43  0.50
4 C -2.73 2.80 0.81  -0.99
5 C -1.12 3.10 -1.18  -1.00
6 C -0.50 3.93 -2.12  -1.09
7 C 0.67 3.31 -2.50  -0.08
8 C 1.66 4.01 -3.40  0.15
9 C 2.07 3.26 -4.67  -1.47
10 C 2.89 4.48 -2.62  -1.30
11 N 0.72 2.12 -1.85  0.65
12 N -0.37 2.00 -1.03  0.64
13 B 1.92 1.14 -1.64  -0.01
14 N 1.55 -0.39 -1.73  0.79
15 N 1.09 -0.89 -0.56  -0.16
16 C 1.16 -2.22 -0.59  -0.74
17 C 1.67 -2.60 -1.83  -0.95
18 C 1.91 -1.43 -2.53  -0.50
19 C 2.47 -1.45 -3.94  0.63
20 C 2.42 -0.15 -4.71  -1.55
21 C 3.91 -1.98 -3.93  -1.51
22 C 0.96 -3.02 0.66  2.48
23 C 2.34 -3.39 1.21  -1.90
24 C 0.12 -4.28 0.43  -1.07
25 N 2.39 1.37 -0.16  0.90
26 N 1.50 1.34 0.89  -0.68
27 C 2.17 1.59 2.01  -0.93
28 C 3.51 1.81 1.70  -0.43
29 C 3.61 1.66 0.32  -0.22
30 C 4.85 1.69 -0.53  1.41
31 C 5.96 2.50 0.14  -2.02
32 C 5.31 0.25 -0.79  -1.16
33 C 1.49 1.61 3.34  2.96
34 C 1.52 3.02 3.95  -1.69
35 C 2.11 0.58 4.28  -1.55
36 H -4.30 4.39 -0.93  0.46
37 H -4.03 2.74 -1.52  0.28
38 H -3.27 4.11 -2.34  0.43
39 H -2.07 4.60 -0.10  0.70
40 H -3.04 1.79 0.52  -0.23
41 H -3.56 3.28 1.32  0.53
42 H -1.89 2.73 1.50  -0.07
43 H -0.85 4.90 -2.46  0.61
44 H 1.13 4.91 -3.72  0.61
45 H 2.82 2.51 -4.45  0.12
46 H 2.50 3.97 -5.38  0.50
47 H 1.21 2.78 -5.14  0.33
48 H 3.51 3.63 -2.32  0.14
49 H 2.60 5.03 -1.72  0.36
50 H 3.50 5.14 -3.24  0.49
51 H 2.80 1.39 -2.41  -0.36
52 H 1.85 -3.60 -2.19  0.64
53 H 1.86 -2.18 -4.47  0.55
54 H 3.24 0.50 -4.40  0.12
55 H 1.47 0.38 -4.56  0.20
56 H 2.54 -0.35 -5.78  0.52
57 H 4.57 -1.29 -3.39  0.25
58 H 4.28 -2.08 -4.95  0.44
59 H 3.98 -2.96 -3.45  0.44
60 H 0.46 -2.37 1.38  -1.38
61 H 2.88 -4.01 0.49  0.37
62 H 2.24 -3.96 2.14  0.49
63 H 2.93 -2.50 1.41  0.35
64 H 0.51 -4.86 -0.41  0.35
65 H -0.92 -4.02 0.20  -0.20
66 H 0.13 -4.91 1.32  0.49
67 H 4.31 2.05 2.39  0.59
68 H 4.60 2.15 -1.48  -0.51
69 H 6.32 1.99 1.04  0.31
70 H 5.62 3.50 0.42  0.42
71 H 6.80 2.60 -0.55  0.46
72 H 5.62 -0.22 0.15  0.37
73 H 6.16 0.24 -1.47  0.38
74 H 4.50 -0.35 -1.22  0.07
75 H 0.46 1.34 3.16  -1.91
76 H 2.55 3.34 4.11  0.37
77 H 1.01 3.03 4.91  0.43
78 H 1.04 3.74 3.29  0.39
79 H 3.17 0.81 4.46  0.39
80 H 2.05 -0.42 3.85  0.20
81 H 1.60 0.58 5.25  0.46
82 C -2.51 0.22 -2.32  -1.10
83 As -2.19 -0.85 -0.73  0.86
84 C -2.20 -2.58 -1.61  -1.19
85 C -3.99 -0.81 0.04  -2.24
86 C -4.18 -1.28 1.48  1.74
87 C -5.70 -1.23 1.77  -2.30
88 C -3.52 -0.35 2.49  -2.20
89 As -1.58 -0.27 2.67  1.17
90 C -1.62 1.00 4.15  -1.48
91 C -1.15 -1.86 3.70  -1.43
92 C -3.67 -2.72 1.68  -0.12
93 As -4.64 -4.14 0.69  0.26
94 C -5.97 -4.62 2.06  -1.19
95 C -3.38 -5.56 1.18  -1.08
96 H -3.51 0.03 -2.69  0.57
97 H -1.78 -0.07 -3.07  0.35
98 H -2.37 1.28 -2.11  -0.05
99 H -2.99 -2.54 -2.36  0.52
100 H -2.40 -3.38 -0.92  -0.04
101 H -1.24 -2.75 -2.10  0.44
102 H -4.59 -1.44 -0.62  0.73
103 H -4.36 0.21 -0.06  0.74
104 H -6.06 -0.20 1.71  0.48
105 H -5.92 -1.62 2.76  0.45
106 H -6.25 -1.83 1.03  0.47
107 H -3.87 -0.62 3.49  0.84
108 H -3.85 0.68 2.32  0.65
109 H -2.45 0.76 4.80  0.60
110 H -1.74 2.02 3.78  0.31
111 H -0.69 0.94 4.72  0.43
112 H -1.87 -1.96 4.51  0.52
113 H -0.15 -1.73 4.13  0.38
114 H -1.15 -2.75 3.08  0.27
115 H -3.70 -2.99 2.74  1.19
116 H -2.62 -2.77 1.36  -1.19
117 H -6.85 -3.99 2.00  0.36
118 H -5.54 -4.56 3.06  0.35
119 H -6.28 -5.65 1.87  0.43
120 H -2.48 -5.53 0.56  0.20
121 H -3.86 -6.53 1.03  0.47
122 H -3.09 -5.47 2.23  0.35

## Properties
F_max ... 0.02673 Eh/bohr
Kohn-Sham gap ... 7.665 eV
Total charge ... +1
Multiplicity ... 1
E_tot ... -235968.6353 eV

[2]
C19H32N2O2PS2Sn | ωB97M-V/def2-TZVPD

Last column: Löwdin spin population.
Geometry (Å):
1 Sn 0.98 1.38 -0.55  0.00
2 C 0.04 -0.06 -4.46  0.00
3 C 0.92 -0.76 -3.50  0.00
4 C 0.26 -1.50 -2.44  0.00
5 C -1.30 -1.43 -2.43  0.00
6 C 0.95 -2.19 -1.40  0.00
7 C 0.29 -2.97 -0.23  0.00
8 C 2.41 -2.18 -1.47  0.00
9 C 3.26 -2.85 -0.41  0.00
10 C 3.08 -1.53 -2.53  0.00
11 C 4.59 -1.37 -2.57  0.00
12 C 2.33 -0.75 -3.54  0.00
13 C 3.05 0.00 -4.62  0.00
14 H -0.62 0.77 -4.02  0.00
15 H -0.73 -0.72 -4.91  0.00
16 H 0.62 0.35 -5.27  0.00
17 H -1.71 -1.89 -1.56  0.00
18 H -1.68 -1.85 -3.36  0.00
19 H -1.65 -0.40 -2.47  0.00
20 H 0.50 -2.56 0.79  0.00
21 H 0.73 -3.99 -0.16  0.00
22 H -0.81 -3.03 -0.19  0.00
23 H 4.03 -3.48 -0.89  0.00
24 H 2.71 -3.45 0.34  0.00
25 H 3.82 -2.08 0.14  0.00
26 H 5.10 -1.73 -1.68  0.00
27 H 4.85 -0.32 -2.77  0.00
28 H 5.03 -1.92 -3.46  0.00
29 H 3.19 1.03 -4.21  0.00
30 H 2.54 0.01 -5.59  0.00
31 H 4.03 -0.46 -4.72  0.00
32 C -1.31 -1.76 6.07  0.00
33 C -0.33 -0.69 5.55  0.00
34 O -1.09 0.30 4.83  0.00
35 P -0.41 1.77 4.62  0.01
36 S 0.66 2.01 2.59  0.50
37 S -0.10 0.41 1.54  0.45
38 O -1.75 2.62 4.38  0.01
39 C -3.13 2.08 4.17  0.00
40 C -4.01 2.45 5.33  0.00
41 H -0.94 -2.11 7.02  0.00
42 H -1.51 -2.60 5.38  0.00
43 H -2.31 -1.32 6.22  0.00
44 H 0.48 -1.05 4.92  0.00
45 H 0.18 -0.19 6.35  0.00
46 H -3.09 1.07 4.00  0.00
47 H -3.43 2.59 3.22  0.00
48 H -3.83 1.73 6.17  0.00
49 H -5.05 2.36 5.01  0.00
50 H -3.83 3.49 5.66  0.00
51 N -0.60 3.57 -2.22  0.00
52 C -1.80 3.92 -2.76  0.00
53 C -2.78 3.09 -2.16  0.00
54 C -2.10 2.24 -1.28  0.00
55 N -0.81 2.62 -1.28  0.00
56 H 0.26 3.95 -2.57  0.00
57 H -1.83 4.71 -3.55  0.00
58 H -3.86 3.12 -2.39  0.00
59 H -2.48 1.53 -0.64  0.00

## Properties
F_max ... 0.07176 Eh/bohr
Kohn-Sham gap (spin up / spin down) ... 5.714 / 4.083 eV
Total charge ... +2
Energy relative to the best compared isomer or geometry (same formula, charge and spin) ... 283.3 kJ/mol
Multiplicity ... 2
E_tot ... -64072.3827 eV

[3]
C3H14N2O2 | ωB97M-V/def2-TZVPD

Last column: Mulliken charge in e.
Geometry (Å):
1 C -0.15 -2.02 -1.84  -1.02
2 C 0.12 -0.51 -1.82  -0.44
3 N -0.24 0.08 -0.54  -0.40
4 C -0.20 1.58 -0.73  -0.51
5 N -0.55 2.25 0.48  -0.49
6 H -0.46 -2.34 -2.84  0.32
7 H 0.61 -2.59 -1.32  0.27
8 H -1.11 -2.23 -1.34  0.30
9 H -0.33 -0.08 -2.73  0.35
10 H 1.20 -0.33 -1.88  0.30
11 H -1.21 -0.11 -0.32  0.23
12 H 0.81 1.78 -1.07  0.24
13 H -0.90 1.74 -1.55  0.41
14 H -1.14 3.05 0.28  0.22
15 H 0.21 2.64 1.01  0.24
16 O -2.50 0.88 4.06  -0.65
17 H -1.74 1.09 3.51  0.32
18 H -3.09 0.50 3.40  0.31
19 O 3.79 -2.09 1.60  -0.63
20 H 3.25 -1.47 1.15  0.31
21 H 3.64 -1.81 2.50  0.32

## Properties
Structure (SMILES) ... CCNCN.O.O
F_max ... 0.03901 Eh/bohr
Kohn-Sham gap ... 9.911 eV
Energy relative to the best compared isomer or geometry (same formula, charge and spin) ... 121.0 kJ/mol
Multiplicity ... 1
E_tot ... -10412.5369 eV

[4]
C6H9N3OS | ωB97M-V/def2-TZVPD

Last column: Mulliken charge in e.
Geometry (Å):
1 N -1.92 2.53 -1.86  -0.58
2 N -1.09 1.81 -0.98  -0.04
3 S 0.48 1.53 -1.29  0.09
4 N 1.01 2.79 -0.17  0.07
5 O 0.75 2.68 0.99  -0.35
6 C 0.54 0.03 -0.35  0.42
7 C 1.29 -1.04 -0.57  -0.36
8 C 1.28 -2.31 0.13  -0.45
9 C 0.08 -2.41 1.08  -0.41
10 C -0.60 -1.40 1.48  -0.39
11 C -0.38 0.04 0.88  -0.85
12 H -2.54 3.07 -1.33  0.23
13 H -1.46 3.09 -2.66  0.26
14 H 1.85 -0.87 -1.50  0.27
15 H 2.17 -2.46 0.67  0.32
16 H 1.34 -3.19 -0.65  0.28
17 H -0.06 -3.49 1.46  0.25
18 H -1.41 -1.41 2.24  0.33
19 H -1.37 0.42 0.83  0.43
20 H 0.05 0.60 1.60  0.48

## Properties
Structure (SMILES) ... N/N=S(#[N+][O-])/C1=CCC=CC1
F_max ... 0.09191 Eh/bohr
Kohn-Sham gap (spin up / spin down) ... 6.792 / 7.887 eV
Energy relative to the best compared isomer or geometry (same formula, charge and spin) ... 699.7 kJ/mol
Multiplicity ... 1
E_tot ... -23713.1032 eV

- Among the records above, which one has the highest E_tot?
  C3H14N2O2

- The highest F_max belongs to which entry?
  C6H9N3OS

- Which value of multiplicity does entry 1 give?
  1